Density functional theory data (ωB97M-V with the def2-TZVPD basis set) for a 8-piece molecular cluster, C20H61N5O8 overall.

SMILES string = COC[C@H](C)N.COC[C@H](C)N.COC[C@H](C)N.COC[C@H](C)N.COC[C@H](C)N.O.O.O
Charge = 0
F_max = 2.5 eV Å⁻¹
LUMO = 0.0060 Eh
Electronic energy = -1674.124531 Eh
HOMO = -9.10 eV
Orbital gap = 9.27 eV

Bonds (Å) are listed after each position.
Geometry (Å):
1 C -2.497 -18.460 -8.777  O2 1.407, H7 1.090, H8 1.090, H9 1.090
2 O -2.082 -17.146 -9.059  C1 1.407, C3 1.401
3 C -0.694 -16.961 -9.093  O2 1.401, C4 1.551, H10 1.090, H11 1.090
4 C -0.370 -15.447 -9.188  C3 1.551, C5 1.507, N6 1.450, H12 1.090
5 C 1.095 -15.133 -9.028  C4 1.507, H13 1.090, H14 1.090, H15 1.090
6 N -1.113 -14.713 -8.181  C4 1.450, H16 1.010, H17 1.010
7 H -2.357 -19.058 -9.678  C1 1.090
8 H -3.557 -18.415 -8.529  C1 1.090
9 H -1.935 -18.890 -7.947  C1 1.090
10 H -0.308 -17.350 -8.150  C3 1.090
11 H -0.283 -17.505 -9.943  C3 1.090
12 H -0.691 -15.000 -10.130  C4 1.090
13 H 1.358 -15.563 -8.061  C5 1.090
14 H 1.262 -14.080 -8.800  C5 1.090
15 H 1.804 -15.398 -9.812  C5 1.090
16 H -2.048 -15.092 -8.239  N6 1.010
17 H -0.829 -15.064 -7.278  N6 1.010
18 C -10.368 -15.972 -9.801  O19 1.478, H24 1.090, H25 1.090, H26 1.090
19 O -9.937 -17.109 -10.642  C18 1.478, C20 1.438
20 C -8.700 -16.899 -11.344  O19 1.438, C21 1.575, H27 1.090, H28 1.090
21 C -7.736 -18.115 -11.071  C20 1.575, C22 1.516, N23 1.466, H29 1.090
22 C -7.322 -18.211 -9.616  C21 1.516, H30 1.090, H31 1.090, H32 1.090
23 N -6.470 -18.050 -11.806  C21 1.466, H33 1.010, H34 1.010
24 H -11.332 -16.318 -9.428  C18 1.090
25 H -10.440 -15.084 -10.428  C18 1.090
26 H -9.766 -15.872 -8.898  C18 1.090
27 H -9.096 -16.857 -12.358  C20 1.090
28 H -8.298 -15.898 -11.189  C20 1.090
29 H -8.398 -18.941 -11.331  C21 1.090
30 H -8.161 -18.473 -8.971  C22 1.090
31 H -6.862 -17.270 -9.315  C22 1.090
32 H -6.470 -18.889 -9.569  C22 1.090
33 H -6.684 -18.476 -12.697  N23 1.010
34 H -5.785 -18.666 -11.393  N23 1.010
35 C 2.367 -18.886 -9.315  O36 1.423, H41 1.090, H42 1.090, H43 1.090
36 O 1.917 -20.224 -9.139  C35 1.423, C37 1.454
37 C 0.548 -20.558 -9.500  O36 1.454, C38 1.530, H44 1.090, H45 1.090
38 C 0.381 -21.895 -10.225  C37 1.530, C39 1.527, N40 1.500, H46 1.090
39 C 1.285 -22.125 -11.434  C38 1.527, H47 1.090, H48 1.090, H49 1.090
40 N -1.036 -21.977 -10.712  C38 1.500, H50 1.010, H51 1.010
41 H 2.287 -18.520 -10.339  C35 1.090
42 H 3.443 -19.004 -9.182  C35 1.090
43 H 1.915 -18.123 -8.681  C35 1.090
44 H -0.262 -20.412 -8.786  C37 1.090
45 H 0.234 -19.853 -10.270  C37 1.090
46 H 0.421 -22.700 -9.491  C38 1.090
47 H 2.306 -22.259 -11.077  C39 1.090
48 H 1.336 -21.194 -11.999  C39 1.090
49 H 0.943 -22.963 -12.042  C39 1.090
50 H -1.116 -22.753 -11.354  N40 1.010
51 H -1.350 -21.228 -11.311  N40 1.010
52 C -2.062 -16.698 -14.170  O53 1.406, H58 1.090, H59 1.090, H60 1.090
53 O -3.190 -17.486 -14.462  C52 1.406, C54 1.417
54 C -3.808 -17.465 -15.737  O53 1.417, C55 1.565, H61 1.090, H62 1.090
55 C -5.009 -18.466 -15.823  C54 1.565, C56 1.540, N57 1.433, H63 1.090
56 C -5.622 -18.533 -17.235  C55 1.540, H64 1.090, H65 1.090, H66 1.090
57 N -6.025 -18.182 -14.854  C55 1.433, H67 1.010, H68 1.010
58 H -1.316 -16.857 -14.949  C52 1.090
59 H -1.623 -17.071 -13.245  C52 1.090
60 H -2.250 -15.624 -14.146  C52 1.090
61 H -4.234 -16.468 -15.843  C54 1.090
62 H -3.082 -17.540 -16.546  C54 1.090
63 H -4.489 -19.413 -15.675  C55 1.090
64 H -5.941 -17.544 -17.563  C56 1.090
65 H -6.380 -19.312 -17.316  C56 1.090
66 H -4.827 -18.788 -17.936  C56 1.090
67 H -6.531 -17.475 -15.368  N57 1.010
68 H -5.561 -17.726 -14.081  N57 1.010
69 C -0.559 -20.957 -14.437  O70 1.419, H75 1.090, H76 1.090, H77 1.090
70 O 0.336 -21.320 -15.476  C69 1.419, C71 1.478
71 C 1.489 -22.187 -15.156  O70 1.478, C72 1.600, H78 1.090, H79 1.090
72 C 2.336 -22.502 -16.476  C71 1.600, C73 1.540, N74 1.469, H80 1.090
73 C 1.571 -23.441 -17.427  C72 1.540, H81 1.090, H82 1.090, H83 1.090
74 N 3.694 -23.029 -16.286  C72 1.469, H84 1.010, H85 1.010
75 H -0.121 -20.782 -13.455  C69 1.090
76 H -1.201 -21.832 -14.345  C69 1.090
77 H -1.116 -20.053 -14.683  C69 1.090
78 H 2.061 -21.672 -14.384  C71 1.090
79 H 1.106 -23.118 -14.738  C71 1.090
80 H 2.510 -21.502 -16.872  C72 1.090
81 H 2.140 -23.572 -18.348  C73 1.090
82 H 0.625 -22.966 -17.689  C73 1.090
83 H 1.260 -24.353 -16.917  C73 1.090
84 H 4.192 -22.422 -15.652  N74 1.010
85 H 3.573 -23.819 -15.668  N74 1.010
86 O -2.392 -19.637 -12.181  H87 0.957, H88 0.957
87 H -2.235 -19.176 -13.005  O86 0.957
88 H -3.345 -19.718 -12.130  O86 0.957
89 O -4.366 -22.261 -13.772  H90 0.957, H91 0.957
90 H -3.920 -23.100 -13.663  O89 0.957
91 H -4.492 -21.938 -12.879  O89 0.957
92 O -5.098 -20.390 -11.490  H93 0.957, H94 0.957
93 H -6.009 -20.681 -11.498  O92 0.957
94 H -4.694 -20.885 -10.778  O92 0.957